[1]
Computed, not measured: C32H27N9O4S3TeTi as an isolated structure, with ωB97M-V with the def2-TZVPD basis set.

```
77
Properties=species:S:1:pos:R:3:forces:R:3
Ti -1.353 -0.027 0.853 -0.153 -0.089 0.244
N -3.224 -2.696 1.885 0.072 -0.047 0.010
C -2.219 -3.113 1.088 -0.109 0.020 0.059
N -2.132 -4.426 0.870 0.007 0.012 0.001
C -1.127 -4.773 0.048 -0.014 -0.040 -0.004
N -1.037 -6.117 -0.238 0.012 0.013 0.016
N -0.249 -3.979 -0.521 0.031 -0.006 -0.005
C -0.395 -2.663 -0.233 -0.077 -0.107 0.001
N -1.394 -2.189 0.580 -0.001 0.042 0.046
C 0.485 -1.702 -0.769 0.047 0.072 -0.047
C 1.539 -2.038 -1.650 -0.015 -0.044 -0.099
C 2.340 -1.062 -2.158 0.040 0.079 0.064
C 2.116 0.284 -1.766 -0.055 0.003 -0.002
C 1.087 0.560 -0.911 -0.023 -0.053 -0.073
N 0.251 -0.389 -0.411 0.208 0.001 -0.113
H -3.756 -3.400 2.361 -0.009 0.006 -0.019
H -3.276 -1.737 2.181 -0.016 0.014 -0.022
H -1.476 -6.717 0.438 -0.003 -0.002 -0.005
H -0.137 -6.406 -0.582 -0.005 -0.001 -0.003
H 1.663 -3.078 -1.915 0.012 -0.005 0.026
H 3.144 -1.294 -2.846 -0.008 0.001 0.037
H 2.742 1.079 -2.145 -0.002 0.021 0.029
H 0.871 1.572 -0.595 0.013 0.008 0.017
O 1.767 -1.712 3.541 0.014 -0.003 -0.030
C 1.141 -1.616 4.723 -0.022 -0.008 0.031
C 1.813 -2.117 5.842 -0.003 0.001 -0.002
C 1.232 -2.060 7.092 0.005 -0.002 0.003
C -0.034 -1.502 7.259 -0.004 0.001 -0.004
C -0.701 -1.007 6.156 0.005 0.001 0.012
C -0.137 -1.053 4.880 0.018 -0.003 -0.002
C -0.886 -0.516 3.717 -0.037 -0.003 0.056
O -0.281 -0.467 2.572 -0.006 0.012 -0.160
N -2.110 -0.121 3.909 -0.003 -0.020 0.020
N -2.655 0.359 2.714 0.008 -0.085 -0.046
C -3.626 1.165 2.903 -0.008 0.090 0.002
S -4.111 1.643 4.529 0.027 0.016 -0.021
C -5.433 2.753 3.969 -0.033 -0.019 -0.008
C -5.042 3.304 2.612 -0.025 -0.008 0.034
S -4.509 1.912 1.590 -0.016 -0.011 0.001
H 1.185 -1.291 2.868 0.003 0.020 0.008
H 2.795 -2.544 5.692 0.000 -0.002 -0.001
H 1.771 -2.451 7.947 -0.001 0.001 -0.001
H -0.488 -1.451 8.240 -0.001 -0.003 -0.002
H -1.684 -0.566 6.252 -0.002 -0.001 -0.001
H -5.526 3.547 4.710 0.004 -0.001 -0.001
H -6.373 2.203 3.911 -0.003 -0.001 0.005
H -4.213 4.010 2.685 -0.013 -0.007 -0.015
H -5.883 3.779 2.106 -0.002 0.001 0.002
Te 6.498 0.786 -3.982 0.022 -0.005 -0.016
C 8.090 0.940 -5.364 -0.007 -0.009 0.004
C 8.236 2.055 -6.201 0.007 0.000 -0.004
C 9.285 2.161 -7.103 -0.002 -0.001 0.000
C 10.236 1.152 -7.206 0.001 0.001 -0.001
C 10.111 0.037 -6.386 -0.001 0.000 0.001
C 9.060 -0.065 -5.485 0.004 0.006 -0.007
H 7.504 2.851 -6.135 -0.001 0.000 0.000
H 9.361 3.042 -7.733 0.000 0.000 -0.001
H 11.056 1.233 -7.910 -0.001 0.000 0.000
H 10.841 -0.764 -6.447 -0.001 0.000 -0.001
H 8.980 -0.941 -4.853 -0.001 -0.001 0.000
O -4.477 -0.958 -1.369 0.088 -0.051 -0.067
C -3.787 0.025 -1.198 -0.268 0.095 0.204
O -2.892 0.147 -0.258 0.164 0.021 -0.061
C -3.981 1.267 -2.032 0.053 -0.026 -0.065
C -4.914 1.243 -3.063 0.015 -0.006 -0.017
C -5.127 2.372 -3.837 -0.004 0.000 0.001
C -4.410 3.535 -3.579 -0.003 -0.001 0.002
C -3.482 3.564 -2.548 -0.010 0.005 0.009
C -3.266 2.431 -1.775 0.009 0.007 0.010
H -5.457 0.323 -3.240 -0.006 0.002 0.001
H -5.850 2.348 -4.643 0.000 0.000 0.000
H -4.576 4.419 -4.184 0.002 -0.001 -0.002
H -2.923 4.467 -2.337 0.002 0.001 0.001
H -2.550 2.449 -0.965 -0.006 -0.004 -0.029
S -1.719 4.734 1.547 0.017 0.019 -0.048
C -1.304 3.187 1.254 0.046 -0.025 0.080
N -1.022 2.070 1.050 0.018 0.111 -0.034
```
Positions in Å, forces in eV/Å.

## Properties
F_max, eV/Å: 0.3
ΔE to the lowest compared entry with this formula, charge and spin, kcal per mole: 0.0
HOMO energy (alpha / beta), Ha: -0.0488 / -0.0488
Total charge: -2
Kohn-Sham gap (alpha / beta), Ha: 0.169 / 0.169
Energy, a.u.: -4341.81397
Spin multiplicity: 3

[2]
Computed, not measured: C32H28AsBrCsI2N5O4 as an isolated structure, with ωB97M-V with the def2-TZVPD basis set.

```
74
Properties=species:S:1:pos:R:3:forces:R:3
Cs -0.397 -2.301 -1.517 0.661 -1.077 0.216
O -6.226 -1.776 1.649 0.084 -0.043 -0.201
C -5.191 -1.805 2.503 0.031 -0.005 0.028
C -5.452 -1.562 3.854 0.017 0.004 -0.001
C -4.427 -1.577 4.783 -0.027 0.010 -0.002
C -3.120 -1.835 4.385 0.052 -0.004 0.037
C -2.861 -2.079 3.046 -0.033 0.000 -0.029
C -3.871 -2.071 2.090 -0.063 -0.026 0.022
C -3.487 -2.346 0.662 -0.012 -0.167 -0.261
O -2.297 -2.596 0.378 -0.415 0.105 0.632
N -4.504 -2.275 -0.199 -0.144 0.074 0.233
N -4.133 -2.497 -1.509 0.185 -0.212 -0.210
C -4.738 -1.810 -2.400 -0.154 0.099 0.092
C -4.436 -1.794 -3.828 0.174 -0.060 -0.108
C -5.482 -1.699 -4.739 0.000 0.001 -0.092
C -5.254 -1.625 -6.105 -0.110 -0.001 0.038
C -3.932 -1.615 -6.553 0.139 -0.008 -0.009
C -2.868 -1.658 -5.678 0.028 0.034 -0.057
C -3.056 -1.727 -4.266 -0.541 -0.061 0.554
O -2.121 -1.693 -3.413 -0.020 0.134 -0.945
H -5.823 -1.957 0.736 -0.026 0.031 0.107
H -6.476 -1.363 4.146 -0.001 0.003 0.002
H -4.651 -1.386 5.827 0.002 0.002 0.001
H -2.315 -1.848 5.109 -0.006 0.001 0.001
H -1.860 -2.293 2.692 0.000 0.003 0.014
H -5.526 -1.137 -2.045 0.012 -0.026 0.018
H -6.502 -1.701 -4.363 0.000 -0.002 0.000
H -6.077 -1.576 -6.808 -0.012 -0.001 0.023
H -3.733 -1.561 -7.620 0.002 -0.001 0.002
H -1.847 -1.629 -6.041 -0.004 0.002 0.002
Br 9.573 4.617 6.039 0.003 0.003 0.007
C 8.550 3.684 4.728 0.020 0.005 -0.002
C 9.148 3.314 3.535 0.023 0.009 0.011
C 8.400 2.636 2.589 -0.100 -0.002 0.071
C 7.053 2.322 2.814 0.060 0.089 0.077
C 6.476 2.707 4.034 0.082 0.016 -0.024
C 7.222 3.385 4.984 -0.024 -0.008 -0.001
N 6.399 1.639 1.789 -0.108 -0.094 -0.090
N 5.151 1.461 2.012 0.111 -0.009 0.013
C 4.435 0.792 1.089 -0.061 0.020 0.018
C 4.977 0.249 -0.101 -0.047 -0.043 -0.069
C 4.214 -0.393 -1.026 0.083 0.045 -0.060
C 2.788 -0.543 -0.884 -0.080 0.014 -0.032
O 2.077 -1.065 -1.752 0.605 0.264 0.043
C 2.209 -0.026 0.381 0.013 0.141 0.162
N 0.885 -0.206 0.556 0.093 -0.069 -0.033
C 0.322 0.233 1.657 -0.092 0.000 0.027
C 1.037 0.902 2.661 0.046 -0.001 -0.039
C 2.383 1.101 2.494 -0.031 0.004 0.019
C 3.020 0.628 1.330 0.003 -0.027 -0.065
H 10.186 3.554 3.349 -0.001 -0.003 -0.001
H 8.839 2.335 1.647 0.004 -0.004 -0.007
H 5.441 2.468 4.224 -0.006 -0.011 -0.017
H 6.772 3.679 5.923 0.003 0.001 0.000
H 6.041 0.363 -0.262 0.008 0.018 0.038
H 4.651 -0.792 -1.934 -0.001 -0.003 0.008
H -0.744 0.050 1.765 0.009 -0.012 -0.013
H 0.521 1.247 3.548 0.013 0.009 0.009
H 2.975 1.613 3.240 0.005 0.002 0.001
C 0.562 2.279 -1.968 -0.057 -0.055 0.066
As -0.811 0.871 -2.151 -0.099 0.860 -0.207
C -1.458 1.450 -3.914 0.028 0.016 0.054
C -2.196 1.806 -1.103 0.039 -0.065 -0.025
H 0.180 3.247 -2.302 0.018 0.014 0.008
H 1.437 2.005 -2.558 0.002 0.008 -0.013
H 0.866 2.348 -0.922 0.009 0.011 -0.010
H -1.621 2.530 -3.925 -0.009 -0.001 -0.032
H -2.381 0.924 -4.148 -0.007 -0.007 0.003
H -0.718 1.183 -4.669 -0.004 0.003 -0.010
H -2.328 2.832 -1.453 -0.003 0.003 0.008
H -1.902 1.813 -0.053 -0.014 0.012 0.004
H -3.137 1.262 -1.194 -0.003 0.000 0.002
I -3.029 -4.661 -2.099 -0.455 0.401 0.078
I -1.800 -7.051 -2.747 0.104 -0.362 -0.085
```
Positions in Å, forces in eV/Å.

## Properties
F_max, eV/Å: 1.3
ΔE to the lowest compared entry with this formula, charge and spin, kcal per mole: 6.7
HOMO energy, Ha: -0.0900
Total charge: -2
Kohn-Sham gap, Ha: 0.207
Energy, a.u.: -7236.39971

[3]
Computed, not measured: C32H28AsN2O6P2PtS2Se as an isolated structure, with ωB97M-V with the def2-TZVPD basis set.

```
75
Properties=species:S:1:pos:R:3:forces:R:3
Pt 1.450 -1.163 -1.398 -0.138 3.244 4.131
O -2.530 -1.683 -3.579 0.628 0.484 0.026
As -0.870 -2.354 -3.208 -2.224 0.678 -0.382
O -1.183 -3.914 -3.447 0.301 -1.234 -0.352
O -0.700 -1.798 -1.632 0.363 -0.294 0.155
C 0.136 -1.077 -4.279 -0.265 -0.306 0.255
C -0.550 -0.058 -4.925 -0.176 -0.013 -0.087
C 0.146 1.012 -5.464 0.043 -0.018 -0.047
C 1.528 1.073 -5.369 0.023 -0.182 0.047
C 2.215 0.047 -4.741 0.163 0.084 -0.019
C 1.513 -1.008 -4.185 0.293 -0.372 -0.068
S 2.441 -2.354 -3.452 1.127 -0.883 -1.863
O 3.125 -3.026 -4.524 -0.130 0.032 0.180
O 3.376 -1.727 -2.484 -0.559 0.412 -0.086
O 1.464 -3.164 -2.711 -0.157 -0.580 -0.413
H -3.112 -2.430 -3.416 0.026 -0.224 -0.107
H -1.628 -0.100 -4.978 0.002 0.059 0.065
H -0.403 1.825 -5.918 -0.047 0.035 -0.047
H 2.066 1.924 -5.764 0.012 0.002 0.000
H 3.290 0.054 -4.645 0.120 0.098 -0.044
C 2.150 0.174 2.118 0.566 -0.111 0.313
N 0.790 0.260 1.587 -0.429 0.269 -0.922
P 0.322 -1.201 0.771 1.064 -0.039 -0.096
C 1.139 -2.493 1.769 0.092 -0.078 -0.409
C 0.803 -2.712 3.101 -0.068 0.025 -0.044
C 1.470 -3.679 3.831 -0.039 0.040 0.118
C 2.461 -4.442 3.232 0.067 -0.010 -0.087
C 2.785 -4.238 1.900 0.086 -0.127 0.156
C 2.129 -3.261 1.171 -0.049 0.049 -0.213
C -1.375 -1.423 1.394 -0.222 -0.182 -0.555
C -1.955 -0.586 2.341 0.231 -0.028 0.051
C -3.239 -0.836 2.789 -0.086 -0.038 0.127
C -3.951 -1.920 2.299 -0.024 0.010 0.006
C -3.369 -2.762 1.365 -0.120 -0.099 0.049
C -2.086 -2.518 0.914 0.136 0.021 -0.122
P 0.582 1.546 0.408 2.399 0.531 0.110
C 1.177 2.939 1.419 -0.098 0.105 -0.315
C 1.986 3.917 0.861 0.057 -0.089 -0.064
C 2.398 4.997 1.625 0.061 0.087 0.097
C 2.009 5.097 2.950 0.019 0.060 -0.014
C 1.212 4.113 3.516 -0.010 0.020 0.138
C 0.795 3.038 2.755 -0.020 -0.056 -0.101
C -1.247 1.764 0.461 0.395 -0.219 -1.686
C -1.880 2.867 1.025 0.408 0.088 0.247
C -3.242 3.035 0.854 -0.004 -0.004 0.156
C -3.976 2.132 0.103 0.103 -0.189 -0.049
C -3.339 1.065 -0.507 -0.205 0.041 0.036
C -1.979 0.899 -0.350 0.232 0.018 -0.039
H 2.121 -0.429 3.025 0.049 0.084 0.053
H 2.510 1.172 2.362 0.038 -0.134 -0.015
H 2.855 -0.285 1.415 -0.103 0.116 0.065
H 0.022 -2.122 3.559 -0.070 0.014 0.078
H 1.218 -3.838 4.870 -0.036 -0.010 0.051
H 2.976 -5.199 3.807 0.029 -0.054 0.017
H 3.550 -4.840 1.433 0.047 -0.031 -0.071
H 2.368 -3.094 0.123 0.043 -0.052 0.116
H -1.405 0.263 2.718 0.025 0.043 0.003
H -3.687 -0.182 3.525 -0.010 0.057 0.009
H -4.958 -2.106 2.646 -0.055 -0.009 0.011
H -3.919 -3.611 0.982 -0.017 -0.029 -0.037
H -1.636 -3.150 0.161 -0.031 -0.038 -0.079
H 2.293 3.826 -0.170 -0.038 0.048 -0.088
H 3.023 5.763 1.187 0.027 0.007 -0.049
H 2.327 5.940 3.547 0.031 0.061 0.036
H 0.913 4.187 4.553 -0.017 -0.006 0.045
H 0.176 2.265 3.187 -0.053 -0.051 0.082
H -1.316 3.587 1.600 -0.058 0.088 -0.063
H -3.731 3.887 1.302 -0.021 0.090 0.058
H -5.035 2.279 -0.031 -0.154 0.038 -0.044
H -3.885 0.384 -1.140 -0.027 -0.089 -0.102
H -1.471 0.099 -0.872 -0.101 -0.142 -0.253
S 2.547 0.968 -0.983 -2.061 -1.968 2.003
Se 0.791 2.844 -2.406 -0.202 0.334 0.380
C -0.939 2.758 -2.841 -0.410 0.800 -0.284
N -2.053 2.785 -3.139 -0.774 -0.287 -0.158
```
Positions in Å, forces in eV/Å.

## Properties
F_max, eV/Å: 5.3
HOMO energy (alpha / beta), Ha: -0.1599 / -0.1617
Total charge: -1
Kohn-Sham gap (alpha / beta), Ha: 0.189 / 0.197
Energy, a.u.: -8032.77157

Which formula does entry 3 have? C32H28AsN2O6P2PtS2Se